Computed, not measured: a molecular structure, C41H59EuN4SSb, with the ωB97M-V functional and the def2-TZVPD basis.

Last column: Mulliken spin population.
Atoms and positions in Å:
Eu: 1.2036 0.7558 -0.7884  4.042
C: -0.5871 6.1269 1.4375  0.001
C: -1.2422 5.0728 2.3263  -0.001
C: -0.6446 3.7447 2.0491  -0.044
C: 0.1319 3.0478 2.8826  0.082
C: 0.2019 3.1786 4.3880  0.007
C: -0.6996 2.2446 5.0888  0.013
C: 0.7029 1.8982 2.1354  0.081
N: 0.2022 1.9074 0.9088  0.033
C: -0.6389 3.0371 0.7818  0.250
C: -1.4619 3.1864 -0.3098  -0.059
C: -1.6467 2.2496 -1.3245  0.325
C: -2.7830 2.2951 -2.2421  -0.082
C: -3.7810 3.4283 -2.3255  0.001
C: -3.8094 4.1108 -3.6993  -0.001
C: -2.7068 1.1903 -3.0219  0.092
C: -1.6048 0.4194 -2.4935  0.047
C: -1.3888 -0.9212 -2.8469  0.169
C: -0.4694 -1.8081 -2.3137  0.072
N: 0.4532 -1.4727 -1.3516  0.029
C: 1.0175 -2.6711 -1.0018  0.359
C: 2.0621 -2.7927 -0.0890  -0.113
C: 2.4235 -1.8177 0.8196  0.299
N: 1.8778 -0.5618 0.9232  0.006
C: 2.1591 -0.1377 2.1972  0.036
C: 1.6365 1.0240 2.7445  0.154
C: 2.9979 -1.1032 2.8811  0.091
C: 3.2266 -2.1085 2.0137  -0.059
C: 3.9526 -3.4379 2.2034  0.002
C: 3.0415 -4.5133 2.8675  0.001
C: 3.4192 -0.9875 4.3170  -0.002
C: 2.2551 -1.2325 5.2730  0.014
C: 0.4246 -3.7477 -1.7810  -0.057
C: -0.4939 -3.2361 -2.6090  0.062
C: -1.5327 -3.8739 -3.4531  0.010
C: -2.8818 -3.9767 -2.7725  0.012
C: 0.5564 -5.1620 -1.3973  0.006
C: -0.2631 -5.4290 -0.1048  0.010
N: -0.9770 1.0821 -1.5042  0.024
C: -3.6845 0.7123 -3.9515  0.009
C: -4.8280 -0.1620 -3.3139  0.022
H: -1.1105 7.1116 1.5196  0.000
H: -0.5857 5.7942 0.4389  -0.002
H: 0.4595 6.2547 1.7395  0.001
H: -2.3098 4.9493 2.1598  0.000
H: -1.1910 5.3664 3.3696  0.000
H: -0.1273 4.1840 4.6504  -0.001
H: 1.2346 3.0544 4.7584  0.005
H: -1.6894 2.3963 4.6659  0.001
H: -0.7015 2.4308 6.1483  -0.001
H: -0.4395 1.2205 4.8767  -0.001
H: -2.0568 4.0846 -0.3950  -0.015
H: -3.6169 4.1695 -1.5889  -0.005
H: -4.7812 2.9887 -2.1602  0.000
H: -2.8577 4.2440 -4.1758  0.002
H: -4.3271 5.0737 -3.6170  0.000
H: -4.3697 3.4898 -4.3703  0.000
H: -1.9828 -1.2925 -3.7024  0.036
H: 2.4789 -3.8086 -0.0503  -0.001
H: 1.9961 1.2632 3.7103  0.038
H: 4.9019 -3.2590 2.7691  0.000
H: 4.2613 -3.7567 1.2131  -0.003
H: 2.7052 -4.1602 3.8287  -0.001
H: 3.5752 -5.4781 3.0095  0.000
H: 2.1376 -4.7011 2.2529  0.000
H: 3.8344 -0.0014 4.4632  0.005
H: 4.2681 -1.6386 4.5076  0.000
H: 1.4365 -0.5468 5.0644  -0.003
H: 2.6006 -1.1352 6.3406  0.001
H: 1.7939 -2.2229 5.1510  -0.002
H: -1.1826 -4.8565 -3.6919  0.002
H: -1.5780 -3.3290 -4.4393  0.002
H: -2.7487 -4.5566 -1.8129  0.000
H: -3.5159 -4.5731 -3.4441  0.000
H: -3.3313 -2.9936 -2.5763  -0.002
H: 1.5800 -5.4547 -1.1977  0.000
H: 0.1726 -5.7569 -2.2188  -0.001
H: 0.1801 -4.8920 0.7931  -0.005
H: -0.3853 -6.5209 0.0336  0.001
H: -1.2940 -5.0395 -0.2498  -0.002
H: -3.2223 0.1666 -4.7834  0.004
H: -4.1454 1.5787 -4.4054  0.003
H: -4.3820 -0.9701 -2.8207  -0.002
H: -5.4862 -0.5077 -4.0863  0.000
H: -5.3474 0.4153 -2.5784  0.000
C: -4.1819 0.4164 3.1149  0.000
S: -2.4856 0.6156 2.5106  0.004
C: -2.5816 -0.4511 1.0162  0.002
H: -4.5198 -0.6246 2.9818  0.000
H: -4.8777 1.0584 2.5751  0.000
H: -4.1763 0.6984 4.1821  0.000
H: -3.3048 -0.0726 0.3171  -0.002
H: -2.8070 -1.4723 1.4006  0.000
H: -1.6167 -0.4403 0.5353  0.000
C: 3.5656 0.9393 -4.5404  0.000
Sb: 4.1837 1.1441 -2.4555  -0.001
C: 5.7270 2.5458 -2.3287  -0.001
C: 5.3430 -0.6241 -2.5288  0.000
H: 4.4836 0.8078 -5.1277  0.000
H: 2.9283 1.6935 -5.0073  0.000
H: 3.0598 -0.0245 -4.6381  0.000
H: 6.4362 2.3059 -3.0935  0.000
H: 6.1459 2.4451 -1.3520  0.000
H: 5.2962 3.5340 -2.4613  0.000
H: 5.8759 -0.5194 -3.4582  0.000
H: 4.7724 -1.5892 -2.5616  0.000
H: 6.0623 -0.7297 -1.7229  -0.001

Results
Spin multiplicity: 7
⟨S²⟩: 12.11
Total energy: -86128.9650 eV
Total charge: +1
ΔE to the lowest compared entry with this formula, charge and spin: 317.6 kJ/mol
HOMO (spin up / spin down): -7.44 / -9.80 eV



Computed, not measured: a molecular structure, C41H60ClCrN10O2P, with the ωB97M-V functional and the def2-TZVPD basis.

Last column: Mulliken spin population.
Atoms and positions in Å:
Cr: 0.2947 0.6448 0.4126  4.268
C: 0.7758 -4.0557 3.5723  -0.003
C: 0.8712 -3.7866 2.2132  0.011
C: 0.4474 -2.5622 1.7215  0.095
C: -0.0916 -1.6245 2.5930  -0.023
C: -0.1917 -1.8840 3.9540  -0.006
C: 0.2503 -3.1043 4.4378  0.002
N: -0.5375 -0.3881 2.0299  -0.250
N: -1.4898 0.1519 2.6370  0.065
C: -1.9773 1.3264 2.0242  -0.196
C: -3.0772 1.9181 2.6433  0.003
C: -3.6408 3.0401 2.0596  0.019
C: -3.0838 3.5480 0.8898  -0.011
C: -1.9765 2.9388 0.3019  -0.047
C: -1.3836 1.7961 0.8395  0.008
H: 1.1195 -5.0050 3.9594  0.000
H: 1.2849 -4.5254 1.5402  0.000
H: 0.5223 -2.3351 0.6639  -0.002
H: -0.6022 -1.1358 4.6167  -0.001
H: 0.1865 -3.3128 5.4970  0.000
H: -3.4651 1.5015 3.5643  0.000
H: -4.4904 3.5280 2.5174  0.001
H: -3.5146 4.4337 0.4386  -0.001
H: -1.5772 3.3714 -0.6111  0.007
C: 5.2869 2.1437 0.5737  0.004
C: 6.3748 1.8765 1.6333  0.000
C: 7.2250 3.1486 1.7487  0.000
C: 7.2584 0.7567 1.0752  0.000
C: 5.7363 1.5311 3.0324  0.002
O: 4.6103 2.4079 3.2452  0.002
C: 6.6435 1.7030 4.2853  0.000
C: 7.4691 0.5391 4.8614  0.000
C: 8.6418 0.0668 4.0462  0.000
C: 9.6908 0.9333 3.7477  0.000
C: 10.7492 0.5286 2.9524  0.000
C: 10.7663 -0.7670 2.4555  0.000
Cl: 12.0801 -1.2780 1.4493  0.000
C: 9.7540 -1.6589 2.7663  0.000
C: 8.7007 -1.2345 3.5633  0.000
C: 5.1361 0.1266 3.1211  0.000
N: 4.0624 -0.1364 2.1718  0.008
C: 2.8932 0.4743 2.0317  0.060
N: 2.2376 -0.0575 1.0036  -0.181
C: 3.0813 -1.0272 0.5586  0.081
N: 4.1934 -1.1037 1.2390  0.002
H: 5.7749 2.5435 -0.3173  0.000
H: 4.5429 2.8640 0.9130  -0.001
H: 4.7802 1.2281 0.2681  0.002
H: 7.5133 3.4835 0.7520  0.000
H: 8.1446 2.9722 2.3048  0.000
H: 6.6879 3.9749 2.2227  0.000
H: 7.6722 1.0845 0.1195  0.000
H: 6.6919 -0.1567 0.8859  0.000
H: 8.0963 0.5202 1.7241  0.000
H: 4.9453 3.2782 3.4885  0.000
H: 5.9432 1.9804 5.0773  0.000
H: 7.2942 2.5653 4.1424  0.000
H: 6.8246 -0.3113 5.0929  0.000
H: 7.8366 0.8975 5.8266  0.000
H: 9.6855 1.9433 4.1421  0.000
H: 11.5613 1.2036 2.7217  0.000
H: 9.7940 -2.6715 2.3907  0.000
H: 7.9107 -1.9357 3.8082  0.000
H: 4.7353 -0.0216 4.1243  -0.001
H: 5.8908 -0.6306 2.9260  0.001
H: 2.5758 1.2923 2.6558  0.009
H: 2.8576 -1.6686 -0.2761  0.003
C: 3.4282 4.3248 -1.9623  0.002
N: 1.9998 4.2409 -1.6447  0.006
C: 1.2331 5.4838 -1.5453  0.002
C: 1.5236 3.1460 -1.1273  0.116
N: 1.0794 2.1672 -0.6971  -0.097
H: 3.5462 4.9368 -2.8545  0.000
H: 3.8140 3.3278 -2.1603  0.000
H: 3.9845 4.7720 -1.1369  0.000
H: 1.4197 6.0729 -2.4411  0.000
H: 1.5288 6.0567 -0.6651  0.000
H: 0.1725 5.2528 -1.4898  -0.001
C: 3.6481 0.4003 -2.4663  0.001
C: 2.4365 -0.0223 -3.2630  -0.004
O: 1.3565 -0.3742 -2.3929  -0.003
C: 0.2668 -0.9245 -3.1207  0.010
C: 0.3366 -2.4380 -3.1866  -0.006
H: 4.3712 0.8764 -3.1294  0.000
H: 4.1435 -0.4469 -1.9957  0.001
H: 3.3683 1.1099 -1.6882  0.012
H: 2.6850 -0.8743 -3.9043  0.003
H: 2.1009 0.7928 -3.9160  0.000
H: 0.2335 -0.4891 -4.1250  0.002
H: -0.6424 -0.6049 -2.6005  0.011
H: 1.2824 -2.7677 -3.6157  0.001
H: -0.4625 -2.8388 -3.8122  0.000
H: 0.2503 -2.8698 -2.1876  0.002
C: -5.2933 -1.5630 -2.0332  -0.001
N: -5.0143 -0.4418 -1.0233  0.000
C: -5.4362 -0.9339 0.3725  0.005
N: -4.8003 -2.1593 0.6907  0.001
C: -5.0926 -3.1721 -0.3178  -0.001
N: -4.6431 -2.7616 -1.6455  0.001
C: -3.1847 -2.6830 -1.7393  0.007
P: -2.4226 -1.4356 -0.5758  0.000
C: -3.5692 -0.0420 -1.0416  -0.013
C: -3.3640 -2.0051 0.9284  0.013
H: -4.9459 -1.2081 -3.0034  0.000
H: -6.3752 -1.6977 -2.0503  0.000
H: -5.5861 0.3692 -1.2623  0.000
H: -6.5198 -1.0506 0.3356  0.000
H: -5.1628 -0.1456 1.0750  -0.001
H: -6.1705 -3.3402 -0.3493  0.000
H: -4.6028 -4.1041 -0.0427  0.000
H: -2.9009 -2.4435 -2.7661  0.000
H: -2.7699 -3.6679 -1.5169  0.000
H: -3.3297 0.2948 -2.0527  -0.008
H: -3.4366 0.7975 -0.3593  0.010
H: -3.2085 -1.3234 1.7646  0.001
H: -2.9504 -2.9721 1.2251  -0.002

Results
Spin multiplicity: 5
⟨S²⟩: 6.02
Total energy: -112705.8766 eV
Total charge: +2
ΔE to the lowest compared entry with this formula, charge and spin: 0.0 kJ/mol
HOMO (spin up / spin down): -11.92 / -11.92 eV